Here is a 8-piece molecular cluster, C63H73BN10O18P overall at a distorted geometry from the Open Molecules 2025 dataset. Energies are from the ωB97M-V functional and the def2-TZVPD basis.

CARTESIAN COORDINATES (ANGSTROEM)
C 2.301832 -2.917762 0.594452
C 1.363810 -1.920178 1.302347
C 1.579212 -0.538789 0.686532
C 1.048417 0.681613 1.484883
C 2.084966 1.812784 1.326773
C 1.527090 3.194498 1.611054
C 2.597293 4.264251 1.706180
N 3.415789 4.234128 0.507968
C 4.464188 5.265374 0.578815
B 5.712987 4.838070 1.461941
O 6.797143 5.672750 1.504315
O 5.742616 3.688951 2.205956
C 2.652155 4.333091 -0.755025
P 3.379564 3.067144 -1.989901
C 4.953353 2.529399 -1.219478
C 3.887239 4.107576 -3.441770
C 5.397755 4.190410 -3.701592
C 1.093394 4.290049 -0.651542
C 0.510519 3.636701 -1.904637
O -0.911097 3.874141 -1.907417
C -1.634815 2.892659 -2.527025
C -3.058245 2.788593 -2.071425
O -1.164607 2.209546 -3.389322
N 0.510338 3.587040 0.559576
C -0.592102 4.337549 1.187336
C -1.789907 3.690040 1.405125
C -2.823636 4.390303 1.999638
N -2.753866 5.655110 2.415310
C -1.577377 6.246332 2.191362
C -0.484832 5.660431 1.579897
H 3.288327 -2.487330 0.433400
H 2.444472 -3.821662 1.185642
H 1.898706 -3.221635 -0.373893
H 0.347054 -2.292398 1.167128
H 1.629248 -1.942701 2.360196
H 2.665975 -0.406230 0.664447
H 1.246686 -0.483015 -0.351978
H 0.058132 0.953807 1.100498
H 0.971985 0.451665 2.547753
H 2.881715 1.642317 2.054798
H 2.549548 1.729228 0.342586
H 0.986016 3.154051 2.557393
H 3.209309 4.008074 2.572386
H 2.190977 5.266418 1.905650
H 4.851769 5.497312 -0.416015
H 4.051618 6.201247 0.988272
H 7.240258 5.551167 2.355045
H 5.087468 3.054342 1.892856
H 2.863915 5.316486 -1.188181
H 5.691122 3.325539 -1.098706
H 4.774298 2.121097 -0.227728
H 5.413327 1.745845 -1.819388
H 3.514884 5.130861 -3.333384
H 3.412375 3.693296 -4.331418
H 5.897743 4.730961 -2.898690
H 5.850236 3.205229 -3.809208
H 5.595342 4.718966 -4.634394
H 0.723096 5.311890 -0.657611
H 0.948653 4.071293 -2.802281
H 0.678933 2.559800 -1.899074
H -3.371112 1.749221 -2.025668
H -3.696915 3.319111 -2.779622
H -3.226875 3.249546 -1.102272
H 0.084700 2.712085 0.241108
H -1.934383 2.657068 1.112485
H -3.773020 3.884834 2.135647
H -1.486862 7.276706 2.519242
H 0.411234 6.240764 1.414679
C -1.278377 -5.438944 6.070725
C -2.168361 -4.981992 5.106720
C -2.159144 -3.649442 4.728281
C -1.247081 -2.796507 5.324049
C -0.359867 -3.229836 6.293633
C -0.380747 -4.563269 6.666894
N -1.203782 -1.390690 4.899945
O -1.999088 -1.027822 4.054106
O -0.364264 -0.672448 5.408016
H -1.281877 -6.481098 6.358274
H -2.867106 -5.666242 4.645214
H -2.844924 -3.286428 3.977451
H 0.339612 -2.543721 6.747162
H 0.308213 -4.922752 7.418720
C 4.632676 -5.304348 -4.871836
C 4.498951 -6.519616 -4.213209
C 4.521927 -6.566891 -2.828525
C 4.676971 -5.386408 -2.124817
C 4.817615 -4.166526 -2.761455
C 4.795149 -4.131132 -4.146106
N 4.682178 -5.426951 -0.654843
O 4.570244 -6.509982 -0.116170
O 4.787908 -4.371057 -0.060573
H 4.609472 -5.270789 -5.953396
H 4.374427 -7.431924 -4.779731
H 4.419507 -7.507829 -2.308982
H 4.941805 -3.259071 -2.189507
H 4.902168 -3.185622 -4.661468
C 1.453762 -9.524430 2.043289
C 0.194340 -10.086607 2.209493
C -0.466398 -9.965750 3.420944
C 0.152605 -9.276508 4.448293
C 1.409143 -8.714747 4.305344
C 2.061325 -8.842716 3.089947
N -0.552058 -9.124526 5.727976
O -1.650259 -9.633178 5.839417
O -0.001884 -8.488032 6.607928
H 1.964366 -9.617205 1.093915
H -0.275221 -10.618435 1.393672
H -1.445477 -10.399952 3.558848
H 1.872751 -8.184740 5.123935
H 3.042717 -8.408397 2.957887
C -1.522876 -10.564480 9.523514
C -1.602842 -11.201558 10.755492
C -2.815564 -11.701923 11.201906
C -3.931022 -11.555777 10.398031
C -3.872466 -10.920176 9.171445
C -2.655716 -10.420491 8.732913
N -5.218978 -12.102586 10.858641
O -5.246616 -12.637606 11.948384
O -6.176374 -11.986114 10.119998
H -0.573377 -10.177593 9.175225
H -0.719300 -11.311186 11.369519
H -2.887936 -12.198169 12.158125
H -4.759421 -10.816381 8.564371
H -2.584478 -9.922643 7.777445
C -4.628228 9.100811 -2.250842
C -5.376182 8.319943 -3.122286
C -5.658171 7.002408 -2.797357
C -5.185834 6.492915 -1.600344
C -4.435157 7.254777 -0.722042
C -4.156456 8.569860 -1.056500
N -5.498836 5.103335 -1.243821
O -6.139963 4.439432 -2.031665
O -5.085149 4.686474 -0.175462
H -4.417338 10.131686 -2.503541
H -5.742072 8.746106 -4.051233
H -6.239832 6.385154 -3.466433
H -4.078752 6.835917 0.208214
H -3.575972 9.183778 -0.380956
C 5.505154 0.608343 -8.164603
C 6.616310 -0.153707 -8.501475
C 6.523611 -1.535601 -8.545375
C 5.310299 -2.129997 -8.251372
C 4.193564 -1.390137 -7.907723
C 4.297296 -0.008958 -7.864824
N 5.201016 -3.596975 -8.316906
O 6.198322 -4.225414 -8.600187
O 4.114925 -4.091925 -8.078127
H 5.580339 1.687702 -8.138917
H 7.555600 0.328290 -8.734747
H 7.381792 -2.136373 -8.807516
H 3.257582 -1.879005 -7.681186
H 3.432777 0.585668 -7.602727
C -11.236351 8.921578 -7.341025
C -11.394853 9.196439 -5.988795
C -10.289476 9.476160 -5.202604
C -9.038221 9.477696 -5.792694
C -8.858014 9.201347 -7.136213
C -9.970359 8.920781 -7.912379
N -7.865686 9.793436 -4.966860
O -8.040320 10.014739 -3.787363
O -6.773474 9.818579 -5.513481
H -12.103169 8.708456 -7.952346
H -12.381240 9.195595 -5.546323
H -10.403776 9.691122 -4.150596
H -7.870570 9.206017 -7.572885
H -9.849618 8.704545 -8.964739

Atomic forces in eV per Å
-0.31 -0.05 0.14
0.44 -0.54 -0.83
0.19 0.28 0.94
0.65 -0.31 -0.52
-0.51 -0.19 -0.01
0.50 0.10 0.49
-0.01 -0.18 -0.27
-0.28 0.46 -0.02
0.31 -0.35 0.13
0.24 0.11 0.02
-0.66 0.11 0.54
-0.06 -0.10 -0.22
0.75 -0.05 0.15
-0.39 -0.78 -0.10
0.40 0.52 0.25
0.47 0.22 -0.13
-0.12 0.02 -0.02
0.38 -0.16 -1.01
-0.65 0.15 0.06
0.21 -0.25 0.83
-0.49 -0.10 -0.55
-0.10 0.51 0.34
0.41 -0.18 0.11
-0.20 0.32 0.19
-0.67 0.28 0.04
0.40 -0.25 -0.18
-0.72 -0.02 0.27
0.74 -0.37 -0.45
-0.32 0.50 0.30
0.46 -0.28 -0.28
0.03 0.01 0.02
-0.05 -0.02 -0.01
0.07 0.07 -0.05
-0.15 0.25 0.30
-0.23 0.34 0.09
0.03 -0.07 -0.16
-0.07 -0.12 -0.01
-0.08 0.05 0.23
-0.34 -0.08 -0.02
0.05 -0.01 -0.04
-0.07 0.31 -0.09
-0.16 0.05 -0.08
0.06 0.08 0.00
-0.16 -0.05 0.04
-0.15 -0.02 -0.07
0.06 0.10 -0.14
0.46 -0.06 -0.31
-0.08 0.05 0.14
-0.23 0.05 -0.04
0.00 -0.03 -0.03
-0.20 -0.12 -0.07
-0.16 -0.02 -0.13
-0.18 -0.07 0.08
-0.16 -0.04 0.09
0.13 -0.06 -0.03
0.01 -0.02 0.12
-0.07 0.09 0.03
-0.06 -0.01 0.46
0.15 -0.09 -0.01
0.19 0.04 -0.20
0.09 -0.04 -0.22
0.00 -0.13 -0.11
0.09 0.07 0.07
0.08 0.01 -0.08
-0.06 -0.02 0.01
0.00 0.08 0.04
-0.07 -0.02 0.00
-0.03 0.06 0.03
-0.06 -0.01 -0.04
0.09 0.01 0.07
-0.11 -0.06 -0.13
-0.01 -0.14 0.05
0.15 0.00 0.11
-0.05 -0.04 -0.06
0.00 -0.05 -0.02
0.05 0.07 -0.01
0.00 0.09 -0.07
-0.01 0.02 0.06
-0.02 0.01 0.01
0.04 0.09 0.01
-0.04 0.08 -0.06
0.00 0.01 0.01
0.02 0.00 -0.04
0.01 0.10 0.00
-0.03 -0.17 -0.05
-0.01 0.00 -0.13
0.01 0.19 -0.04
-0.02 -0.10 -0.02
0.00 0.00 0.06
-0.02 0.01 0.00
0.14 -0.11 -0.04
-0.02 -0.02 0.00
0.01 -0.01 0.01
0.01 0.05 0.09
-0.01 -0.06 0.09
0.00 0.01 0.01
-0.02 0.00 0.02
0.09 0.06 0.01
-0.13 -0.09 -0.09
0.07 -0.01 -0.13
0.14 0.10 0.03
-0.05 -0.04 -0.06
0.04 -0.03 0.02
0.08 0.09 -0.21
-0.01 -0.03 0.02
0.01 0.00 0.01
-0.01 -0.01 0.01
0.00 0.04 0.10
-0.08 -0.02 0.06
0.00 0.01 0.01
0.00 -0.02 0.02
-0.02 0.04 -0.10
0.12 -0.05 0.14
0.12 0.03 -0.06
-0.02 0.06 -0.14
0.00 -0.01 0.14
-0.06 0.00 0.03
0.00 0.01 -0.02
0.02 0.00 0.02
-0.01 0.02 0.00
-0.01 -0.01 0.01
-0.11 -0.02 -0.02
-0.06 -0.06 0.08
-0.05 -0.04 0.09
0.01 -0.01 0.02
0.05 0.00 -0.03
-0.07 0.01 -0.15
-0.01 0.15 -0.02
0.12 0.04 0.16
-0.03 0.00 -0.11
-0.01 0.02 -0.03
0.06 -0.01 0.01
0.06 -0.07 0.05
-0.01 0.00 -0.01
0.17 -0.13 0.24
-0.01 -0.07 0.08
-0.09 -0.07 -0.01
-0.01 -0.01 0.01
0.00 -0.02 0.01
-0.09 0.04 0.04
0.18 0.02 -0.05
0.00 0.15 -0.02
-0.18 0.05 0.06
0.11 0.02 -0.01
0.01 -0.05 -0.01
-0.02 0.00 0.03
0.03 0.02 0.05
0.00 0.00 0.00
0.01 -0.01 0.00
-0.07 -0.09 0.00
0.05 -0.09 -0.04
-0.01 -0.02 -0.01
0.02 0.00 0.01
0.03 -0.02 -0.10
-0.12 0.02 0.13
-0.12 -0.03 -0.09
0.08 -0.02 -0.16
-0.08 0.00 0.07
0.05 0.08 -0.08
0.02 0.00 0.01
-0.19 0.04 -0.06
0.00 -0.01 0.00
0.00 0.00 0.01
0.10 0.02 0.00
0.04 0.04 0.09
0.01 0.00 0.00

As for the net charge: +1. As for the calculated total energy: -4711.7828 hartree. Its spin multiplicity is 1. For the HOMO energy, the calculation gives -0.393 hartree. For the orbital gap, the calculation gives 8.31 eV. The LUMO energy comes out at -2.4 eV.